A:
Density functional theory data (ωB97M-V/def2-TZVPD) for a single C18H20ClFN4O2 molecule.

Last columns: bonded neighbours and bond lengths (Å).
Positions of all 46 atoms, in Å:
1 C -6.226 -4.233 0.872  O2 1.428, H27 1.085, H28 1.090, H29 1.090
2 O -6.103 -2.810 0.880  C1 1.428, C3 1.341
3 C -4.861 -2.322 0.736  O2 1.341, C4 1.436, N26 1.285
4 C -4.741 -0.891 0.764  C3 1.436, C5 1.341, H30 1.081
5 C -3.527 -0.339 0.631  C4 1.341, C6 1.454, H31 1.080
6 C -2.358 -1.186 0.456  C5 1.454, N7 1.293, N25 1.362
7 N -1.109 -0.856 0.403  C6 1.293, C8 1.378
8 C -0.631 0.365 -0.023  N7 1.378, O9 1.214, C10 1.530
9 O 0.483 0.744 0.278  C8 1.214
10 C -1.421 1.198 -1.034  C8 1.530, C11 1.517, H32 1.093, H33 1.092
11 C -1.656 2.607 -0.525  C10 1.517, C12 1.538, C24 1.540, H34 1.093
12 C -0.457 3.562 -0.390  C11 1.538, N13 1.478, H35 1.089, H36 1.098
13 N -1.316 4.652 -0.897  C12 1.478, C14 1.449, C24 1.475
14 C -0.705 5.600 -1.807  N13 1.449, C15 1.509, H37 1.094, H38 1.097
15 C -1.751 6.545 -2.344  C14 1.509, C16 1.393, C22 1.390
16 C -2.447 7.339 -1.435  C15 1.393, C17 1.380, H39 1.082
17 C -3.433 8.213 -1.846  C16 1.380, C18 1.381, H40 1.081
18 C -3.725 8.284 -3.194  C17 1.381, F19 1.352, C20 1.383
19 F -4.694 9.142 -3.586  C18 1.352
20 C -3.086 7.523 -4.155  C18 1.383, C21 1.501, C22 1.399
21 C -3.447 7.631 -5.608  C20 1.501, H41 1.091, H42 1.086, H43 1.090
22 C -2.096 6.653 -3.686  C15 1.390, C20 1.399, Cl23 1.747
23 Cl -1.293 5.663 -4.880  C22 1.747
24 C -2.226 3.657 -1.496  C11 1.540, N13 1.475, H44 1.101, H45 1.091
25 N -2.650 -2.517 0.446  C6 1.362, N26 1.350, H46 1.009
26 N -3.854 -3.109 0.597  C3 1.285, N25 1.350
27 H -7.284 -4.435 0.999  C1 1.085
28 H -5.868 -4.642 -0.073  C1 1.090
29 H -5.651 -4.671 1.687  C1 1.090
30 H -5.634 -0.301 0.917  C4 1.081
31 H -3.382 0.729 0.692  C5 1.080
32 H -0.801 1.243 -1.933  C10 1.093
33 H -2.364 0.729 -1.325  C10 1.092
34 H -2.231 2.602 0.405  C11 1.093
35 H -0.025 3.721 0.597  C12 1.089
36 H 0.341 3.289 -1.093  C12 1.098
37 H 0.045 6.170 -1.251  C14 1.094
38 H -0.185 5.090 -2.627  C14 1.097
39 H -2.204 7.246 -0.385  C16 1.082
40 H -3.976 8.836 -1.149  C17 1.081
41 H -3.798 6.671 -5.990  C21 1.091
42 H -4.227 8.372 -5.757  C21 1.086
43 H -2.577 7.914 -6.200  C21 1.090
44 H -1.959 3.420 -2.537  C24 1.101
45 H -3.287 3.905 -1.444  C24 1.091
46 H -1.870 -3.151 0.364  N25 1.009

Results
Gap between HOMO and LUMO: 8.332 eV
SMILES string: COc1cc/c(=N\C(=O)CC2CN(Cc3ccc(F)c(C)c3Cl)C2)[nH]n1
HOMO: -8.635 eV
2S+1: 1
LUMO level: -0.3023 eV

B:
Density functional theory data (ωB97M-V/def2-TZVPD) for a single C18H20ClFN4O2 molecule.

Last columns: bonded neighbours and bond lengths (Å).
Positions of all 46 atoms, in Å:
1 C 0.186 2.241 -7.485  O2 1.427, H27 1.085, H28 1.090, H29 1.090
2 O 0.792 1.785 -6.276  C1 1.427, C3 1.343
3 C 0.087 0.890 -5.564  O2 1.343, C4 1.440, N26 1.282
4 C 0.712 0.423 -4.354  C3 1.440, C5 1.338, H30 1.081
5 C 0.068 -0.477 -3.601  C4 1.338, C6 1.458, H31 1.081
6 C -1.247 -0.959 -4.003  C5 1.458, N7 1.282, N25 1.368
7 N -1.966 -1.850 -3.425  C6 1.282, C8 1.387
8 C -1.693 -2.315 -2.147  N7 1.387, O9 1.210, C10 1.523
9 O -1.456 -3.477 -1.909  C8 1.210
10 C -1.871 -1.298 -1.026  C8 1.523, C11 1.509, H32 1.095, H33 1.095
11 C -1.402 -1.821 0.310  C10 1.509, C12 1.538, C24 1.540, H34 1.088
12 C 0.103 -2.075 0.503  C11 1.538, N13 1.472, H35 1.089, H36 1.103
13 N 0.007 -1.483 1.847  C12 1.472, C14 1.442, C24 1.476
14 C 1.098 -0.636 2.263  N13 1.442, C15 1.509, H37 1.095, H38 1.103
15 C 0.893 -0.068 3.646  C14 1.509, C16 1.390, C22 1.392
16 C -0.039 -0.618 4.518  C15 1.390, C17 1.384, H39 1.081
17 C -0.226 -0.099 5.787  C16 1.384, C18 1.378, H40 1.081
18 C 0.534 0.981 6.179  C17 1.378, F19 1.352, C20 1.386
19 F 0.339 1.482 7.419  C18 1.352
20 C 1.491 1.575 5.371  C18 1.386, C21 1.500, C22 1.394
21 C 2.308 2.741 5.842  C20 1.500, H41 1.091, H42 1.086, H43 1.091
22 C 1.641 1.013 4.104  C15 1.392, C20 1.394, Cl23 1.745
23 Cl 2.856 1.700 3.056  C22 1.745
24 C -1.261 -0.825 1.477  C11 1.540, N13 1.476, H44 1.101, H45 1.091
25 N -1.699 -0.407 -5.171  C6 1.368, N26 1.353, H46 1.007
26 N -1.063 0.486 -5.964  C3 1.282, N25 1.353
27 H 0.890 2.945 -7.917  C1 1.085
28 H 0.013 1.407 -8.165  C1 1.090
29 H -0.766 2.730 -7.277  C1 1.090
30 H 1.694 0.799 -4.100  C4 1.081
31 H 0.511 -0.890 -2.705  C5 1.081
32 H -1.350 -0.371 -1.288  C10 1.095
33 H -2.934 -1.041 -0.998  C10 1.095
34 H -1.975 -2.700 0.599  C11 1.088
35 H 0.466 -3.101 0.464  C12 1.089
36 H 0.703 -1.451 -0.181  C12 1.103
37 H 2.018 -1.229 2.247  C14 1.095
38 H 1.251 0.193 1.552  C14 1.103
39 H -0.610 -1.472 4.182  C16 1.081
40 H -0.949 -0.518 6.474  C17 1.081
41 H 2.165 3.601 5.186  C21 1.091
42 H 2.029 3.023 6.853  C21 1.086
43 H 3.371 2.498 5.826  C21 1.091
44 H -1.103 0.204 1.116  C24 1.101
45 H -2.028 -0.814 2.252  C24 1.091
46 H -2.590 -0.723 -5.519  N25 1.007

Results
Gap between HOMO and LUMO: 8.502 eV
SMILES string: COc1cc/c(=N\C(=O)CC2CN(Cc3ccc(F)c(C)c3Cl)C2)[nH]n1
HOMO: -8.604 eV
2S+1: 1
LUMO level: -0.1021 eV

Which is most stable, and by how much? B, by 16.9 kJ/mol.